1.
C4H10S2 | the ωB97M-V functional and the def2-TZVPD basis

- Kohn-Sham gap (eV) = 4.131
- energy above the lowest of the compared OMol25 structures with the same formula, charge and spin (kJ/mol) = 569.9
- HOMO (hartree) = -0.301

Each line ends with the Mulliken charge.
Atoms and positions in Å:
C -0.94 -0.35 0.52  -0.322
C -1.74 -1.55 -0.15  -1.163
C 0.46 -0.89 0.84  -0.740
S 1.20 -1.66 -0.57  -0.094
S 0.22 2.40 0.47  -0.128
C 1.62 2.16 -0.72  -0.551
H -0.80 0.40 -0.26  0.245
H -1.38 0.19 1.38  0.340
H -2.72 -1.32 -0.62  0.307
H -1.02 -1.60 -0.93  0.362
H -1.65 -2.53 0.32  0.308
H 1.04 -0.06 1.26  0.379
H 0.37 -1.60 1.68  0.360
H 2.44 2.88 -0.72  0.319
H 0.98 2.43 -1.55  0.242
H 1.94 1.11 -0.96  0.136

2.
C16H44CrN3O10S5 | the ωB97M-V functional and the def2-TZVPD basis

- charge = +1
- Kohn-Sham gap (alpha / beta) (eV) = 3.548 / 4.103
- energy above the lowest of the compared OMol25 structures with the same formula, charge and spin (kJ/mol) = 317.9
- ⟨S²⟩ = 20.023
- multiplicity = 9
- HOMO (alpha / beta) (hartree) = -0.189 / -0.375

Each line ends with the Mulliken charge.
Atoms and positions in Å:
Cr -0.16 -0.06 -0.13  -0.264
N -1.11 2.96 1.30  0.688
O -0.98 1.78 0.90  0.201
O -0.55 3.30 2.36  -0.575
O -1.78 3.76 0.72  -0.605
C 4.05 0.69 0.92  -1.380
C 2.63 0.91 1.32  0.148
O 1.80 0.35 0.63  0.523
N 2.24 1.64 2.35  0.621
C 3.06 2.67 3.00  -1.313
H 4.31 -0.37 0.83  0.230
H 4.80 0.95 1.68  0.419
H 4.24 1.27 0.02  0.258
H 1.23 1.74 2.43  -0.385
H 3.79 2.11 3.59  0.479
H 2.45 3.11 3.79  0.327
H 3.44 3.40 2.29  0.293
C -3.46 -2.72 1.17  -1.286
C -2.50 -2.50 0.09  0.500
O -1.76 -1.57 0.04  0.261
N -2.49 -3.35 -0.95  -0.107
C -1.79 -3.06 -2.22  -0.493
H -4.11 -1.85 1.23  0.290
H -2.98 -2.71 2.15  0.116
H -4.03 -3.65 1.24  0.408
H -2.89 -4.27 -0.86  0.229
H -2.47 -3.31 -3.04  0.408
H -0.91 -3.70 -2.13  0.400
H -1.53 -2.01 -2.20  -0.432
C 1.44 4.06 -0.65  -0.863
S 1.63 2.53 -1.73  0.216
O 0.51 1.58 -1.25  -0.269
C 1.01 3.38 -3.25  -0.982
H 0.37 4.24 -0.66  0.220
H 2.01 4.91 -1.04  0.463
H 1.77 4.00 0.39  0.152
H 1.12 2.80 -4.17  0.308
H 1.52 4.32 -3.48  0.481
H -0.07 3.51 -3.16  0.124
C -2.33 -0.05 3.99  -0.786
S -0.69 -0.83 3.71  0.229
O -0.45 -0.62 2.22  -0.285
C 0.30 0.48 4.62  -0.928
H -2.43 0.83 3.35  0.113
H -2.53 0.30 5.00  0.468
H -3.13 -0.72 3.71  0.266
H 1.38 0.36 4.62  0.245
H -0.08 0.46 5.65  0.548
H 0.14 1.49 4.24  0.162
C 0.24 -4.43 1.16  -0.614
S 1.50 -3.21 0.65  -0.311
O 0.65 -1.94 0.42  0.429
C 2.27 -2.89 2.28  -0.399
H -0.61 -4.48 0.48  0.121
H -0.20 -3.97 2.05  0.177
H 0.60 -5.44 1.36  0.418
H 3.09 -2.20 2.06  0.047
H 2.82 -3.79 2.53  0.428
H 1.55 -2.58 3.04  0.115
C -3.14 2.47 -2.45  -1.045
S -2.34 0.80 -2.81  0.224
O -1.70 0.47 -1.44  -0.057
C -3.92 -0.14 -2.87  -0.952
H -3.65 2.42 -1.49  0.308
H -3.83 2.74 -3.24  0.477
H -2.41 3.27 -2.34  0.226
H -3.63 -1.11 -3.27  0.209
H -4.61 0.35 -3.55  0.545
H -4.36 -0.23 -1.87  0.240
C 3.05 -0.99 -2.93  -0.660
S 1.32 -1.71 -2.99  0.229
O 0.64 -0.90 -1.97  0.214
C 0.76 -0.75 -4.47  -0.643
H 3.45 -0.98 -1.91  0.043
H 2.92 0.03 -3.29  0.213
H 3.70 -1.69 -3.46  0.498
H 1.32 -0.92 -5.39  0.450
H 0.77 0.33 -4.30  -0.034
H -0.27 -1.06 -4.60  0.257

3.
C20H26BF4N2O7P2SiTi | the ωB97M-V functional and the def2-TZVPD basis

- charge = -1
- Kohn-Sham gap (eV) = 8.302
- energy above the lowest of the compared OMol25 structures with the same formula, charge and spin (kJ/mol) = 107.6
- HOMO (hartree) = -0.230

Each line ends with the Mulliken charge.
Atoms and positions in Å:
Ti 0.06 -0.17 0.47  0.130
O -1.24 -3.32 2.31  -0.578
P -1.18 -1.78 2.58  0.742
O -1.95 -1.34 3.75  -0.833
O -1.46 -1.03 1.24  -0.175
O 0.43 -1.56 2.81  -0.404
P 1.08 -0.10 3.24  0.721
O 0.11 0.41 4.36  -0.513
O 2.47 -0.17 3.61  -0.672
O 0.72 0.71 1.91  0.042
H -0.49 -3.62 1.75  0.440
H -0.77 -0.02 4.34  0.456
C -1.10 1.52 -0.02  -0.454
Si -2.22 1.58 -1.47  -0.802
C -2.84 -0.15 -1.67  -0.723
N -1.70 -1.07 -1.74  0.762
C -0.96 -1.00 -3.01  -0.366
C -0.54 -2.38 -3.50  -0.944
C -1.78 -3.25 -3.73  -0.726
C -2.72 -3.22 -2.50  -0.833
C -2.08 -2.44 -1.36  -0.875
C -3.73 2.66 -1.14  0.444
C -3.97 3.86 -1.81  -0.153
C -5.11 4.61 -1.54  -0.717
C -6.04 4.17 -0.60  -0.396
C -5.81 2.99 0.08  -0.745
C -4.67 2.24 -0.18  -0.374
C -1.43 2.23 -3.02  0.629
C -2.14 2.19 -4.23  0.012
C -1.60 2.67 -5.41  -0.824
C -0.31 3.21 -5.41  -0.480
C 0.41 3.27 -4.23  -0.693
C -0.15 2.79 -3.04  -0.152
H -1.71 1.59 0.88  0.439
H -0.41 2.37 -0.04  0.823
H -3.59 -0.26 -2.47  0.275
H -3.36 -0.37 -0.73  0.635
H -0.08 -0.35 -2.90  0.009
H -1.59 -0.54 -3.79  0.437
H 0.15 -2.84 -2.80  0.079
H 0.01 -2.25 -4.44  0.567
H -1.48 -4.28 -3.96  0.413
H -2.30 -2.88 -4.61  0.300
H -2.94 -4.23 -2.15  0.440
H -3.68 -2.76 -2.77  0.302
H -1.19 -2.97 -1.03  0.117
H -2.74 -2.38 -0.50  0.562
H -3.26 4.22 -2.54  0.321
H -5.28 5.54 -2.08  0.387
H -6.93 4.75 -0.40  0.357
H -6.52 2.64 0.83  0.391
H -4.50 1.32 0.38  0.282
H -3.15 1.77 -4.24  0.403
H -2.17 2.62 -6.33  0.386
H 0.12 3.58 -6.33  0.357
H 1.41 3.67 -4.22  0.414
H 0.45 2.83 -2.14  0.251
F 2.31 -3.09 -1.09  -0.334
B 1.61 -2.69 0.00  0.118
F 0.34 -2.02 -0.44  0.728
F 1.17 -3.75 0.82  -0.399
F 2.21 -1.67 0.74  -0.388
N 2.21 0.86 -1.74  -0.720
C 1.41 0.49 -0.99  0.102

4.
C4H6O2 | the ωB97M-V functional and the def2-TZVPD basis

- Kohn-Sham gap (eV) = 9.203
- energy above the lowest of the compared OMol25 structures with the same formula, charge and spin (kJ/mol) = 416.3
- HOMO (hartree) = -0.316

Each line ends with the Mulliken charge.
Atoms and positions in Å:
O 2.48 -0.48 -0.34  -0.658
C 1.77 0.24 0.39  -0.089
C 0.35 0.25 0.22  0.258
C -0.50 -0.50 -0.76  -0.243
C -1.63 -0.13 0.21  -0.279
O -0.66 0.54 1.08  -0.411
H 2.08 0.70 1.35  0.384
H 1.38 1.41 -0.18  0.104
H -0.24 -1.57 -0.81  0.207
H -0.54 -0.09 -1.77  0.245
H -2.12 -0.96 0.75  0.247
H -2.38 0.58 -0.14  0.235

5.
C2H5ClS2 | the ωB97M-V functional and the def2-TZVPD basis

- Kohn-Sham gap (eV) = 9.932
- energy above the lowest of the compared OMol25 structures with the same formula, charge and spin (kJ/mol) = 175.7
- structure (SMILES) = C=C(S)Cl.S
- HOMO (hartree) = -0.342

Each line ends with the Mulliken charge.
Atoms and positions in Å:
C -0.43 -0.58 1.30  -0.401
C -0.80 -0.01 0.24  -0.058
S -0.89 1.82 -0.04  -0.162
S 2.21 -0.23 -1.16  -0.165
Cl -1.62 -0.89 -0.97  -0.162
H -0.11 0.07 2.08  0.253
H -0.33 -1.62 1.33  0.288
H 1.87 0.64 -0.28  0.134
H -0.94 1.55 -1.36  0.166
H 1.06 -0.74 -1.13  0.105

6.
C3H2N2S3 | the ωB97M-V functional and the def2-TZVPD basis

- Kohn-Sham gap (eV) = 7.360
- energy above the lowest of the compared OMol25 structures with the same formula, charge and spin (kJ/mol) = 0.6
- structure (SMILES) = S=C1SN=N/C1=C/S
- HOMO (hartree) = -0.322

Each line ends with the Mulliken charge.
Atoms and positions in Å:
C -0.84 0.81 1.34  -0.028
C -0.07 0.76 0.20  0.040
C 0.35 -0.40 -0.55  0.330
H -2.11 0.26 3.14  0.147
H -1.01 1.81 1.72  0.419
N 0.39 1.99 -0.31  -0.210
N 1.08 1.89 -1.34  -0.319
S -1.52 -0.52 2.16  -0.097
S 1.29 0.23 -1.87  0.051
S 0.00 -1.97 -0.24  -0.333

7.
CH4O3 | the ωB97M-V functional and the def2-TZVPD basis

- Kohn-Sham gap (eV) = 11.490
- energy above the lowest of the compared OMol25 structures with the same formula, charge and spin (kJ/mol) = 452.1
- structure (SMILES) = OCOO
- HOMO (hartree) = -0.400

Each line ends with the Mulliken charge.
Atoms and positions in Å:
C -0.03 0.02 0.75  -0.058
O 1.41 0.41 0.09  -0.556
O -1.19 -0.69 -1.21  -0.301
O -0.53 -0.99 0.06  -0.174
H 0.19 -0.14 1.83  0.233
H -0.62 0.88 0.92  0.259
H 1.27 1.09 -0.66  0.286
H -0.49 -0.58 -1.77  0.312

8.
C19H23N3O2S | the ωB97M-V functional and the def2-TZVPD basis

- Kohn-Sham gap (eV) = 8.223
- energy above the lowest of the compared OMol25 structures with the same formula, charge and spin (kJ/mol) = 214.0
- structure (SMILES) = CCCn1nc2cc(C(=O)NCCc3cccs3)ccc2c1OCC
- HOMO (hartree) = -0.282

Each line ends with the Mulliken charge.
Atoms and positions in Å:
C 3.66 2.76 -4.51  -1.304
C 2.91 2.07 -3.37  -0.011
H 2.47 1.13 -3.73  0.305
H 3.61 1.83 -2.57  0.184
C 1.80 2.96 -2.83  -0.907
N 1.06 2.30 -1.78  0.974
C 1.46 2.17 -0.50  -0.211
C 0.47 1.44 0.16  1.838
C 0.22 0.96 1.47  -0.303
C -0.93 0.26 1.70  -1.427
C -1.87 -0.01 0.67  0.464
C -1.66 0.44 -0.61  -0.523
C -0.49 1.17 -0.87  -0.365
N -0.10 1.71 -2.03  -1.364
H -2.37 0.29 -1.41  0.655
C -3.07 -0.80 1.06  0.200
O -3.55 -0.75 2.18  -0.620
N -3.60 -1.57 0.07  -0.119
H -3.06 -1.68 -0.78  0.291
C -4.54 -2.61 0.38  -0.862
H -5.05 -2.32 1.29  0.405
H -5.27 -2.70 -0.44  0.378
C -3.83 -3.97 0.59  -0.824
C -2.80 -3.82 1.66  0.531
C -1.51 -3.43 1.53  -0.486
C -0.84 -3.27 2.76  -0.591
C -1.65 -3.53 3.82  -0.440
S -3.23 -3.98 3.33  -0.147
H -1.41 -3.49 4.87  0.444
H 0.18 -2.96 2.85  0.424
H -1.03 -3.26 0.57  0.431
H -3.35 -4.27 -0.34  0.321
H -4.57 -4.71 0.87  0.374
H -1.16 -0.11 2.68  0.513
H 0.90 1.15 2.28  0.330
O 2.63 2.77 -0.16  -0.541
C 3.15 2.53 1.14  -0.421
C 3.72 1.12 1.28  -1.105
H 4.51 0.96 0.55  0.329
H 2.94 0.37 1.12  0.343
H 4.13 0.99 2.28  0.379
H 3.94 3.27 1.25  0.372
H 2.38 2.72 1.89  0.325
H 1.08 3.19 -3.61  0.402
H 2.22 3.88 -2.42  0.319
H 2.98 2.99 -5.32  0.326
H 4.11 3.68 -4.16  0.337
H 4.45 2.11 -4.89  0.376

energy above the lowest of the compared OMol25 structures with the same formula, charge and spin of number 1 (C4H10S2)? 569.9 kJ/mol